(1)
Density functional theory data (ωB97M-V/def2-TZVPD) for a cluster of 17 separate species, C30H94O17 in total in a non-equilibrium geometry.

**Highest occupied orbital energy**: -9.71 eV
**Charge**: 0
**E_tot**: -2478.432591 Ha
**Energy above the lowest of the compared OMol25 structures with the same formula, charge and spin**: 89.8 kJ/mol
**Gap between HOMO and LUMO**: 9.65 eV

Last column: Löwdin charge in e.
Positions of all 141 atoms, in Å:
1 C -4.1690 -23.4849 -11.4019  -0.058
2 C -4.0190 -23.8531 -9.9398  -0.509
3 C -3.3039 -22.6912 -9.2352  -0.052
4 O -5.3045 -23.9121 -9.4273  -0.050
5 H -4.8457 -22.6523 -11.5940  0.081
6 H -4.5985 -24.3195 -11.9559  0.077
7 H -3.1824 -23.1832 -11.7536  0.075
8 H -3.4189 -24.7430 -9.7500  0.128
9 H -2.3316 -22.5694 -9.7127  0.068
10 H -3.1900 -23.0255 -8.2040  0.066
11 H -3.7758 -21.7103 -9.2921  0.078
12 H -5.2323 -23.7987 -8.4768  0.011
13 C -8.2629 -21.6119 -4.4240  -0.022
14 C -7.3536 -22.7414 -3.9131  -0.491
15 C -7.6535 -24.0542 -4.5805  -0.047
16 O -6.0450 -22.4544 -4.2628  -0.094
17 H -7.8612 -21.3940 -5.4135  0.073
18 H -8.1266 -20.7353 -3.7907  0.073
19 H -9.3192 -21.8806 -4.4400  0.084
20 H -7.3792 -22.7929 -2.8246  0.146
21 H -7.6619 -24.0153 -5.6697  0.083
22 H -8.5677 -24.5664 -4.2804  0.091
23 H -6.8316 -24.7345 -4.3574  0.068
24 H -5.7670 -21.6903 -3.7524  0.044
25 C 2.3018 -16.7773 -5.4138  -0.047
26 C 1.2724 -16.9079 -4.2776  -0.520
27 C 1.0797 -18.2726 -3.5740  -0.003
28 O 1.3898 -15.8876 -3.3813  -0.032
29 H 3.3006 -16.9786 -5.0266  0.079
30 H 2.4548 -15.7801 -5.8264  0.069
31 H 2.0867 -17.4222 -6.2658  0.074
32 H 0.2982 -16.7098 -4.7246  0.108
33 H 1.8952 -18.9432 -3.8448  0.055
34 H 0.0846 -18.6831 -3.7455  0.052
35 H 1.1114 -18.1625 -2.4901  0.088
36 H 1.3746 -15.0501 -3.8502  0.094
37 C 2.1762 -21.6779 -7.7473  -0.038
38 C 1.7874 -23.0880 -8.2916  -0.444
39 C 1.8227 -24.1445 -7.1613  -0.045
40 O 0.4552 -23.0407 -8.7657  -0.060
41 H 2.2577 -20.9148 -8.5214  0.068
42 H 3.1447 -21.6429 -7.2485  0.067
43 H 1.3428 -21.1600 -7.2727  0.071
44 H 2.5211 -23.3632 -9.0493  0.132
45 H 1.7669 -25.2003 -7.4262  0.072
46 H 1.1249 -24.0514 -6.3291  0.048
47 H 2.8240 -24.0661 -6.7377  0.063
48 H 0.3193 -23.8455 -9.2710  0.089
49 C -4.9967 -19.6956 -6.8223  -0.039
50 C -6.2490 -19.5973 -7.6551  -0.510
51 C -6.1681 -18.5957 -8.8084  -0.041
52 O -6.5902 -20.8521 -8.1222  -0.041
53 H -5.0660 -20.6603 -6.3195  0.064
54 H -4.9368 -18.8812 -6.1004  0.092
55 H -4.1043 -19.6996 -7.4482  0.070
56 H -7.0672 -19.2405 -7.0295  0.130
57 H -5.7878 -18.9867 -9.7521  0.086
58 H -5.4531 -17.7972 -8.6102  0.076
59 H -7.1278 -18.0896 -8.9121  0.080
60 H -7.0491 -20.7452 -8.9586  0.108
61 C -2.8479 -26.7401 -6.6728  -0.026
62 C -4.0205 -26.2038 -5.8513  -0.483
63 C -5.3707 -26.6457 -6.4153  -0.038
64 O -3.9631 -26.5748 -4.5073  -0.058
65 H -2.9540 -27.8152 -6.8178  0.082
66 H -1.8833 -26.5602 -6.1981  0.063
67 H -2.8894 -26.3090 -7.6731  0.077
68 H -4.0081 -25.1139 -5.8647  0.106
69 H -6.2582 -26.4945 -5.8009  0.072
70 H -5.4560 -27.6561 -6.8152  0.080
71 H -5.5069 -26.0254 -7.3011  0.069
72 H -3.7352 -27.5074 -4.4983  0.102
73 C 1.3010 -25.7723 0.0253  -0.047
74 C 0.2069 -24.9687 0.7189  -0.490
75 C -0.9074 -24.5420 -0.2459  -0.058
76 O -0.5083 -25.7613 1.6487  -0.049
77 H 0.9242 -26.6365 -0.5218  0.069
78 H 2.0329 -26.0661 0.7777  0.077
79 H 1.8233 -25.2051 -0.7450  0.070
80 H 0.6177 -24.0510 1.1399  0.136
81 H -0.5874 -23.9834 -1.1255  0.060
82 H -1.4982 -23.9227 0.4291  0.072
83 H -1.5982 -25.3520 -0.4798  0.087
84 H -1.1060 -25.1099 2.0229  0.082
85 C -0.6677 -23.8097 -4.3466  -0.021
86 C -1.1250 -22.6218 -5.1745  -0.453
87 C -2.6494 -22.3597 -5.1140  -0.008
88 O -0.4669 -21.4767 -4.7282  -0.070
89 H -0.8387 -23.6637 -3.2801  0.065
90 H 0.3942 -24.0383 -4.4369  0.054
91 H -1.2132 -24.6710 -4.7323  0.072
92 H -0.7843 -22.7029 -6.2067  0.122
93 H -2.9037 -21.6512 -5.9024  0.064
94 H -2.9516 -21.9062 -4.1700  0.076
95 H -3.2039 -23.2859 -5.2650  0.057
96 H -0.8959 -20.7499 -5.1858  0.058
97 C 3.8404 -23.8253 -3.7396  -0.061
98 C 4.2123 -22.5132 -4.2559  -0.572
99 C 3.4364 -21.4074 -3.5989  -0.048
100 O 5.5409 -22.2093 -4.0276  -0.015
101 H 3.9967 -23.7947 -2.6613  0.092
102 H 4.5344 -24.5732 -4.1232  0.086
103 H 2.8204 -24.1282 -3.9758  0.072
104 H 3.9580 -22.4411 -5.3133  0.109
105 H 3.7360 -21.2559 -2.5619  0.093
106 H 2.3610 -21.5796 -3.5550  0.075
107 H 3.5198 -20.4301 -4.0745  0.067
108 H 6.0607 -22.7790 -4.5993  0.095
109 C -0.6580 -28.4285 -3.2139  -0.054
110 C -0.1658 -28.7692 -4.6034  -0.491
111 C 0.8582 -27.7716 -5.1546  -0.052
112 O 0.3513 -30.0953 -4.6230  -0.046
113 H -0.8023 -27.3587 -3.0630  0.073
114 H 0.0590 -28.7008 -2.4394  0.074
115 H -1.5162 -29.0128 -2.8819  0.083
116 H -0.9803 -28.7762 -5.3278  0.116
117 H 0.5308 -26.7440 -4.9964  0.052
118 H 0.9601 -27.8692 -6.2354  0.078
119 H 1.8056 -27.8641 -4.6236  0.083
120 H 0.9101 -30.2159 -3.8518  0.082
121 O -4.2674 -24.5477 -2.6054  -0.038
122 H -3.9605 -25.3471 -3.0332  0.011
123 H -4.7565 -24.0843 -3.2853  0.009
124 O -5.2618 -20.4795 -2.5542  -0.033
125 H -5.5530 -19.7839 -1.9646  0.085
126 H -4.7736 -21.0815 -1.9925  0.022
127 O -3.5640 -22.2654 -1.0337  -0.042
128 H -2.6858 -21.9264 -1.2068  0.012
129 H -3.5961 -23.0994 -1.5024  -0.003
130 O -2.7670 -19.4047 -3.0192  -0.043
131 H -3.6791 -19.6921 -3.0592  -0.008
132 H -2.5843 -19.0634 -3.8946  0.004
133 O -5.5732 -23.2448 -6.8779  -0.056
134 H -5.7102 -23.0832 -5.9444  0.001
135 H -5.9947 -22.5042 -7.3140  0.016
136 O -0.8093 -21.2597 -2.1061  -0.065
137 H -0.4612 -21.4706 -2.9725  -0.019
138 H -1.4506 -20.5676 -2.2671  -0.015
139 O -1.8475 -18.8709 -5.8130  -0.031
140 H -2.2380 -19.1535 -6.6400  0.034
141 H -1.9239 -17.9168 -5.8252  0.061

=====

(2)
Density functional theory data (ωB97M-V/def2-TZVPD) for a cluster of 2 separate species, C31H14BF13 in total in a non-equilibrium geometry.

**Highest occupied orbital energy**: -7.91 eV
**Charge**: 0
**E_tot**: -2512.718518 Ha
**Gap between HOMO and LUMO**: 3.68 eV

Last column: natural (NBO) charge in e.
Positions of all 59 atoms, in Å:
1 F 1.0013 -5.3123 -2.4129  -0.333
2 C 0.7226 -4.2296 -1.6137  0.409
3 C -0.5015 -4.1618 -0.9588  -0.389
4 C -0.7496 -3.0576 -0.1475  0.505
5 F -1.9860 -3.0366 0.4528  -0.346
6 C 0.1696 -2.0218 0.0622  -0.342
7 B -0.0314 -0.7680 1.0363  0.019
8 C -1.4235 -0.7385 1.8404  -0.304
9 C -2.4180 0.1964 1.5633  0.428
10 F -2.1755 1.1893 0.6370  -0.366
11 C -3.6444 0.2509 2.2161  -0.378
12 C -3.8766 -0.6654 3.2329  0.410
13 F -5.0861 -0.6536 3.8820  -0.333
14 C -2.9107 -1.5934 3.6126  -0.364
15 C -1.7130 -1.6044 2.9045  0.452
16 F -0.7773 -2.5287 3.2949  -0.334
17 C 1.1453 -0.6317 2.1230  -0.334
18 C 1.3885 0.6111 2.7122  0.430
19 F 0.5952 1.6787 2.3387  -0.351
20 C 2.3727 0.8480 3.6648  -0.381
21 C 3.1475 -0.2330 4.0697  0.414
22 F 4.1251 -0.0419 5.0166  -0.335
23 C 2.9438 -1.5080 3.5514  -0.391
24 C 1.9397 -1.6805 2.6028  0.515
25 F 1.7335 -2.9717 2.1826  -0.344
26 H 0.0252 0.2216 0.3266  -0.023
27 C 1.3733 -2.1629 -0.6373  0.433
28 F 2.3329 -1.1899 -0.4666  -0.349
29 C 1.6745 -3.2213 -1.4847  -0.377
30 H -1.2701 -4.9200 -1.0856  0.241
31 H -4.3638 1.0095 1.9318  0.232
32 H -3.0565 -2.2831 4.4412  0.243
33 H 2.5132 1.8492 4.0570  0.235
34 H 3.5386 -2.3659 3.8617  0.240
35 H 2.6126 -3.2315 -2.0297  0.237
36 F 3.2904 0.1371 -4.1170  -0.307
37 C 2.9691 1.1714 -3.2621  0.408
38 C 4.0085 1.9202 -2.7173  -0.225
39 C 3.6447 2.9086 -1.8043  0.387
40 F 4.6421 3.6989 -1.2758  -0.307
41 C 2.3409 3.1124 -1.3927  -0.157
42 C 1.2805 2.3025 -1.9298  -0.134
43 C -0.0211 2.5655 -1.4350  0.202
44 C -1.2770 2.1753 -1.9701  -0.125
45 C -2.3870 3.0588 -1.7441  -0.164
46 C -3.6411 2.7237 -2.2198  0.392
47 F -4.7133 3.5187 -1.8756  -0.309
48 C -3.8899 1.5733 -2.9659  -0.241
49 C -2.8039 0.7364 -3.1964  0.408
50 F -3.0154 -0.4304 -3.9002  -0.307
51 C -1.5241 0.9793 -2.7041  -0.187
52 C 1.6271 1.3731 -2.9595  -0.171
53 H 5.0429 1.7440 -2.9986  0.272
54 H 2.0939 3.9324 -0.7183  0.248
55 H -0.0681 3.2955 -0.6221  0.239
56 H -2.2206 4.0024 -1.2247  0.245
57 H -4.8868 1.3284 -3.3260  0.270
58 H -0.7245 0.2590 -2.8705  0.251
59 H 0.8617 0.8719 -3.5487  0.244

=====

Number 2 is which compound? C31H14BF13

=====

Please write out number 2 again, unchanged.
Density functional theory data (ωB97M-V/def2-TZVPD) for a cluster of 2 separate species, C31H14BF13 in total in a non-equilibrium geometry.

**Highest occupied orbital energy**: -7.91 eV
**Charge**: 0
**E_tot**: -2512.718518 Ha
**Gap between HOMO and LUMO**: 3.68 eV

Last column: natural (NBO) charge in e.
Positions of all 59 atoms, in Å:
1 F 1.0013 -5.3123 -2.4129  -0.333
2 C 0.7226 -4.2296 -1.6137  0.409
3 C -0.5015 -4.1618 -0.9588  -0.389
4 C -0.7496 -3.0576 -0.1475  0.505
5 F -1.9860 -3.0366 0.4528  -0.346
6 C 0.1696 -2.0218 0.0622  -0.342
7 B -0.0314 -0.7680 1.0363  0.019
8 C -1.4235 -0.7385 1.8404  -0.304
9 C -2.4180 0.1964 1.5633  0.428
10 F -2.1755 1.1893 0.6370  -0.366
11 C -3.6444 0.2509 2.2161  -0.378
12 C -3.8766 -0.6654 3.2329  0.410
13 F -5.0861 -0.6536 3.8820  -0.333
14 C -2.9107 -1.5934 3.6126  -0.364
15 C -1.7130 -1.6044 2.9045  0.452
16 F -0.7773 -2.5287 3.2949  -0.334
17 C 1.1453 -0.6317 2.1230  -0.334
18 C 1.3885 0.6111 2.7122  0.430
19 F 0.5952 1.6787 2.3387  -0.351
20 C 2.3727 0.8480 3.6648  -0.381
21 C 3.1475 -0.2330 4.0697  0.414
22 F 4.1251 -0.0419 5.0166  -0.335
23 C 2.9438 -1.5080 3.5514  -0.391
24 C 1.9397 -1.6805 2.6028  0.515
25 F 1.7335 -2.9717 2.1826  -0.344
26 H 0.0252 0.2216 0.3266  -0.023
27 C 1.3733 -2.1629 -0.6373  0.433
28 F 2.3329 -1.1899 -0.4666  -0.349
29 C 1.6745 -3.2213 -1.4847  -0.377
30 H -1.2701 -4.9200 -1.0856  0.241
31 H -4.3638 1.0095 1.9318  0.232
32 H -3.0565 -2.2831 4.4412  0.243
33 H 2.5132 1.8492 4.0570  0.235
34 H 3.5386 -2.3659 3.8617  0.240
35 H 2.6126 -3.2315 -2.0297  0.237
36 F 3.2904 0.1371 -4.1170  -0.307
37 C 2.9691 1.1714 -3.2621  0.408
38 C 4.0085 1.9202 -2.7173  -0.225
39 C 3.6447 2.9086 -1.8043  0.387
40 F 4.6421 3.6989 -1.2758  -0.307
41 C 2.3409 3.1124 -1.3927  -0.157
42 C 1.2805 2.3025 -1.9298  -0.134
43 C -0.0211 2.5655 -1.4350  0.202
44 C -1.2770 2.1753 -1.9701  -0.125
45 C -2.3870 3.0588 -1.7441  -0.164
46 C -3.6411 2.7237 -2.2198  0.392
47 F -4.7133 3.5187 -1.8756  -0.309
48 C -3.8899 1.5733 -2.9659  -0.241
49 C -2.8039 0.7364 -3.1964  0.408
50 F -3.0154 -0.4304 -3.9002  -0.307
51 C -1.5241 0.9793 -2.7041  -0.187
52 C 1.6271 1.3731 -2.9595  -0.171
53 H 5.0429 1.7440 -2.9986  0.272
54 H 2.0939 3.9324 -0.7183  0.248
55 H -0.0681 3.2955 -0.6221  0.239
56 H -2.2206 4.0024 -1.2247  0.245
57 H -4.8868 1.3284 -3.3260  0.270
58 H -0.7245 0.2590 -2.8705  0.251
59 H 0.8617 0.8719 -3.5487  0.244

=====

Which of these has the lowest gap between HOMO and LUMO? C31H14BF13